Entry 1:
# C6H13N

A single C6H13N molecule at a distorted geometry (the ωB97M-V functional and the def2-TZVPD basis, OMol25).

Last column: Mulliken charge in e.
Geometry (Å):
C 0.79 -2.66 1.57  -0.73
C 0.32 -1.43 1.54  -0.14
C 1.14 -0.25 1.11  -0.56
C 1.14 -0.11 -0.43  -0.85
N -0.17 0.11 -1.01  -0.31
C -0.91 1.30 -0.58  -0.32
C -1.67 1.93 -1.74  -1.15
H 0.24 -3.54 1.87  0.29
H 1.81 -2.85 1.27  0.24
H -0.68 -1.17 1.89  0.31
H 2.17 -0.26 1.51  0.40
H 0.72 0.68 1.51  0.28
H 1.57 -1.02 -0.83  0.37
H 1.76 0.72 -0.75  0.37
H -0.74 -0.72 -0.98  0.28
H -0.20 1.96 -0.07  0.38
H -1.63 1.01 0.20  0.22
H -1.91 1.20 -2.50  0.34
H -2.63 2.34 -1.38  0.31
H -1.13 2.76 -2.18  0.28

## Properties
* HOMO-LUMO gap: 9.58 eV
* energy: -7921.817 eV
* SMILES string: C=CCCNCC
* highest occupied orbital energy: -8.4 eV
* relative energy (zero: lowest compared OMol25 entry of this formula, charge and spin): 98.0 kJ/mol



Entry 2:
# C6H13N

A single C6H13N molecule at a distorted geometry (the ωB97M-V functional and the def2-TZVPD basis, OMol25).

Last column: Mulliken charge in e.
Geometry (Å):
C -1.47 -1.67 0.41  -0.69
C -0.89 -0.49 0.60  -0.12
C 0.65 -0.20 0.35  -0.48
C 1.06 0.29 -1.05  -0.40
C 1.83 -0.85 -1.86  -1.01
N -1.51 0.71 0.56  -0.21
C -1.23 1.67 1.60  -0.82
H -2.00 -1.94 -0.52  0.22
H -1.31 -2.53 1.04  0.28
H 1.41 -0.92 0.91  0.43
H 0.92 0.64 1.02  0.15
H 0.13 0.44 -1.62  0.23
H 1.68 1.18 -1.15  0.40
H 2.69 -1.13 -1.18  0.26
H 2.22 -0.30 -2.79  0.33
H 1.11 -1.73 -1.99  0.26
H -1.52 1.07 -0.38  0.32
H -1.77 1.20 2.58  0.21
H -0.28 1.89 1.91  0.31
H -1.70 2.67 1.57  0.34

## Properties
* HOMO-LUMO gap: 8.29 eV
* energy: -7917.974 eV
* SMILES string: C=C(CCC)NC
* highest occupied orbital energy: -7.9 eV
* relative energy (zero: lowest compared OMol25 entry of this formula, charge and spin): 468.9 kJ/mol



Entry 3:
# C6H13N

A single C6H13N molecule (the ωB97M-V functional and the def2-TZVPD basis, OMol25).

Last column: Mulliken charge in e.
Geometry (Å):
C -0.86 2.85 0.36  -1.16
C -0.59 1.35 0.32  -0.36
C 0.49 0.84 -0.65  -0.65
C 0.50 -0.65 -0.38  0.87
C 1.43 -1.13 0.72  -1.44
N -0.39 -1.32 -0.99  -0.51
C -0.59 -2.72 -0.70  -0.81
H -1.70 3.10 -0.29  0.30
H -1.13 3.18 1.37  0.32
H 0.00 3.44 0.04  0.31
H -0.36 0.97 1.32  0.27
H -1.50 0.83 0.00  0.26
H 0.19 1.01 -1.69  0.32
H 1.47 1.31 -0.49  0.34
H 1.97 -0.29 1.16  0.35
H 0.87 -1.63 1.52  0.38
H 2.16 -1.84 0.33  0.40
H -0.23 -3.29 -1.56  0.26
H -0.09 -3.09 0.21  0.29
H -1.66 -2.91 -0.61  0.29

## Properties
* HOMO-LUMO gap: 10.28 eV
* energy: -7922.398 eV
* SMILES string: CCC/C(C)=N/C
* highest occupied orbital energy: -9.2 eV
* relative energy (zero: lowest compared OMol25 entry of this formula, charge and spin): 41.9 kJ/mol



Entry 4:
# C6H13N

A 3-piece molecular cluster, C6H13N overall at a distorted geometry (the ωB97M-V functional and the def2-TZVPD basis, OMol25).

Last column: Mulliken charge in e.
Geometry (Å):
C -1.62 -0.50 0.08  0.09
C -0.89 0.31 -1.02  -0.56
C -0.75 0.61 0.54  -0.45
C 3.30 -0.15 0.37  -0.68
C 2.68 0.49 -0.69  0.40
C 1.67 1.41 -0.86  -1.11
N -2.98 -0.53 0.23  -0.67
H -3.63 -2.82 2.19  0.02
H -1.24 -1.51 0.26  0.41
H -1.57 0.95 -1.59  0.25
H -0.37 -0.32 -1.73  0.35
H 0.22 0.43 0.97  0.08
H -1.27 1.41 1.05  0.22
H -3.07 -3.30 2.04  -0.02
H 2.87 -0.01 1.36  0.26
H 4.18 -0.73 0.17  0.26
H 2.99 -0.02 -1.61  0.21
H 1.29 1.60 -1.85  0.37
H 1.50 2.24 -0.18  0.37
H -3.32 0.44 0.27  0.21

## Properties
* HOMO-LUMO gap: 3.53 eV
* energy: -7914.069 eV
* highest occupied orbital energy: -6.1 eV
* relative energy (zero: lowest compared OMol25 entry of this formula, charge and spin): 845.6 kJ/mol



Entry 5:
# C6H13N

A 2-piece molecular cluster, C6H13N overall (the ωB97M-V functional and the def2-TZVPD basis, OMol25).

Last column: Mulliken charge in e.
Geometry (Å):
C -1.78 1.93 0.37  -1.32
C -0.85 0.80 0.75  0.04
N -0.74 -0.38 -0.11  -0.05
C -1.34 -1.51 -0.41  -0.54
C 0.27 0.45 -0.12  0.19
C 1.79 -1.86 0.65  -0.94
C 1.18 1.04 -1.13  -1.24
H -2.82 1.77 0.66  0.33
H -1.41 2.83 0.87  0.32
H -1.72 2.10 -0.71  0.33
H -0.79 0.57 1.82  0.39
H -0.89 -2.15 -1.15  0.32
H 0.71 -2.02 0.76  0.18
H -2.22 -1.79 0.13  0.25
H 2.05 -0.84 0.93  0.22
H 2.32 -2.56 1.28  0.34
H 2.05 -2.01 -0.40  0.22
H 0.62 1.60 -1.90  0.37
H 1.78 0.28 -1.63  0.28
H 1.86 1.74 -0.64  0.31

## Properties
* HOMO-LUMO gap: 7.60 eV
* energy: -7919.045 eV
* highest occupied orbital energy: -6.7 eV
* relative energy (zero: lowest compared OMol25 entry of this formula, charge and spin): 365.5 kJ/mol



Entry 6:
# C6H13N

A single C6H13N molecule at a distorted geometry (the ωB97M-V functional and the def2-TZVPD basis, OMol25).

Last column: Mulliken charge in e.
Geometry (Å):
C 2.24 -0.13 1.37  -0.44
C 1.53 -0.20 0.12  -0.51
C -0.16 -0.23 0.34  -0.73
C -1.80 1.04 -0.91  -1.46
C -1.02 -0.21 -0.82  0.83
C -1.58 -1.55 -1.12  -1.45
N 2.39 1.21 1.95  -0.60
H 3.16 -0.70 1.41  0.32
H -1.23 1.96 -1.17  0.34
H 1.59 0.64 -0.58  0.26
H 1.65 -1.09 -0.49  0.32
H -0.30 0.65 0.96  0.44
H -0.29 -1.12 0.95  0.35
H -2.35 1.39 -0.02  0.33
H -2.56 1.06 -1.70  0.37
H -0.88 -2.35 -1.38  0.34
H -2.29 -1.58 -1.96  0.38
H -2.18 -2.02 -0.32  0.33
H 1.42 1.41 2.20  0.31
H 2.69 1.82 1.19  0.26

## Properties
* HOMO-LUMO gap: 4.83 eV
* energy: -7917.180 eV
* highest occupied orbital energy: -6.2 eV
* relative energy (zero: lowest compared OMol25 entry of this formula, charge and spin): 545.5 kJ/mol



Entry 7:
# C6H13N

A single C6H13N molecule at a distorted geometry (the ωB97M-V functional and the def2-TZVPD basis, OMol25).

Last column: Mulliken charge in e.
Geometry (Å):
C -2.24 -0.45 -1.40  -1.15
C -0.95 -0.92 -0.69  -0.40
C -0.02 0.20 -0.18  0.54
C -0.07 1.66 -0.58  -1.52
C 0.84 -0.22 0.78  0.62
C 2.16 0.48 1.03  -1.49
N 0.60 -1.22 1.77  -0.62
H -2.52 -1.27 -2.05  0.33
H -3.05 -0.36 -0.66  0.27
H -2.13 0.55 -1.81  0.28
H -0.43 -1.60 -1.37  0.32
H -1.21 -1.55 0.16  0.23
H -1.01 1.97 -1.05  0.35
H 0.76 2.05 -1.14  0.30
H 0.05 2.20 0.37  0.37
H 2.97 -0.19 0.71  0.36
H 2.33 0.79 2.06  0.39
H 2.24 1.37 0.40  0.31
H 0.21 -2.08 1.42  0.21
H 1.47 -1.41 2.24  0.27

## Properties
* HOMO-LUMO gap: 8.45 eV
* energy: -7921.702 eV
* SMILES string: CC/C(C)=C(/C)N
* highest occupied orbital energy: -7.4 eV
* relative energy (zero: lowest compared OMol25 entry of this formula, charge and spin): 109.2 kJ/mol



Entry 8:
# C6H13N

A single C6H13N molecule at a distorted geometry (the ωB97M-V functional and the def2-TZVPD basis, OMol25).

Last column: Mulliken charge in e.
Geometry (Å):
C -1.46 0.00 -2.34  -1.20
C -0.74 -0.32 -1.05  -0.04
C -0.20 0.44 -0.11  0.64
C 0.04 1.92 -0.10  -1.48
C -0.12 -0.11 1.33  -0.66
C 0.65 -1.43 1.51  -0.60
N 2.03 -1.28 0.95  -0.67
H -2.54 -0.09 -2.25  0.27
H -1.18 0.96 -2.78  0.34
H -1.14 -0.75 -3.06  0.33
H -0.46 -1.36 -0.90  0.16
H -0.21 2.46 -1.01  0.37
H -0.56 2.40 0.69  0.32
H 1.06 2.04 0.29  0.33
H 0.34 0.58 2.05  0.36
H -1.18 -0.20 1.58  0.32
H 0.85 -1.67 2.55  0.39
H 0.23 -2.25 0.91  0.29
H 2.49 -0.66 1.63  0.24
H 2.10 -0.71 0.12  0.28

## Properties
* HOMO-LUMO gap: 9.73 eV
* energy: -7921.544 eV
* SMILES string: C/C=C(\C)CCN
* highest occupied orbital energy: -8.8 eV
* relative energy (zero: lowest compared OMol25 entry of this formula, charge and spin): 124.3 kJ/mol



Entry 9:
# C6H13N

A single C6H13N molecule at a distorted geometry (the ωB97M-V functional and the def2-TZVPD basis, OMol25).

Last column: Mulliken charge in e.
Geometry (Å):
C -1.48 -0.27 2.11  -1.04
C -1.47 0.06 0.61  -0.48
N -0.36 -0.52 -0.15  -0.07
C -0.33 0.05 -1.53  -0.64
C 1.10 0.58 -1.71  -0.60
C 1.94 -0.13 -0.68  -0.56
C 0.96 -0.35 0.48  -0.74
H -0.51 -0.48 2.54  0.35
H -2.13 -1.12 2.31  0.29
H -2.04 0.49 2.65  0.30
H -2.39 -0.35 0.20  0.34
H -1.52 1.16 0.52  0.36
H -1.03 0.88 -1.61  0.32
H -0.51 -0.80 -2.19  0.31
H 1.41 0.53 -2.75  0.39
H 1.09 1.65 -1.45  0.24
H 2.77 0.50 -0.38  0.33
H 2.33 -1.08 -1.06  0.29
H 1.16 -1.31 0.95  0.28
H 1.02 0.51 1.15  0.33

## Properties
* HOMO-LUMO gap: 9.40 eV
* energy: -7922.261 eV
* SMILES string: CCN1CCCC1
* highest occupied orbital energy: -8.3 eV
* relative energy (zero: lowest compared OMol25 entry of this formula, charge and spin): 55.2 kJ/mol



Entry 10:
# C6H13N

A single C6H13N molecule at a distorted geometry (the ωB97M-V functional and the def2-TZVPD basis, OMol25).

Last column: Mulliken charge in e.
Geometry (Å):
C 1.50 2.06 1.71  -1.21
C 1.05 1.24 0.50  -0.29
C -0.26 0.46 0.67  -1.03
C -0.45 -0.58 -0.43  0.37
C 0.26 -1.93 -0.27  -1.40
C -1.45 -0.43 -1.31  -0.11
N -2.09 -1.52 -1.95  -0.48
H 1.64 1.33 2.51  0.33
H 0.76 2.80 1.99  0.29
H 2.44 2.57 1.48  0.35
H 0.91 1.95 -0.34  0.27
H 1.80 0.55 0.09  0.37
H -1.15 1.11 0.60  0.38
H -0.37 0.04 1.67  0.42
H -0.31 -2.78 0.10  0.34
H 0.91 -2.15 -1.11  0.33
H 0.99 -1.78 0.55  0.38
H -1.61 0.60 -1.62  0.30
H -1.50 -1.90 -2.66  0.19
H -3.06 -1.62 -2.17  0.20

## Properties
* HOMO-LUMO gap: 9.25 eV
* energy: -7921.529 eV
* SMILES string: CCC/C(C)=C/N
* highest occupied orbital energy: -8.2 eV
* relative energy (zero: lowest compared OMol25 entry of this formula, charge and spin): 125.8 kJ/mol